Record 1
The following is a DFT calculation (the ωB97M-V functional and the def2-TZVPD basis) of a molecular structure, C21H15GaN6O4.

```
! wB97M-V def2-TZVPD RIJCOSX def2/J DEFGRID3
* xyz 2 1
Ga -0.3710 0.2893 0.5978
N -0.5701 4.4370 -0.1047
C -0.9298 3.1946 0.0896
N -0.1031 2.2622 0.5301
C 1.2313 2.5892 0.8299
N 2.0510 1.7048 1.3280
N 1.3763 0.5223 1.4924
C 1.8474 -0.5113 2.0535
C 0.8764 -1.6261 2.1708
C 1.1792 -2.8216 2.7699
C 0.1832 -3.7934 2.8645
C -1.0764 -3.5322 2.3603
C -1.3166 -2.3077 1.7609
N -0.3622 -1.3759 1.6710
C 1.6750 3.9477 0.5792
C 2.9965 4.3517 0.7955
C 3.3580 5.6566 0.5466
C 2.4115 6.5750 0.0826
C 1.1028 6.1946 -0.1373
C 0.7521 4.8781 0.1146
H -1.2644 5.0991 -0.4278
H -1.9559 2.9284 -0.1322
H 2.8576 -0.5701 2.4467
H 2.1727 -2.9938 3.1614
H 0.3975 -4.7455 3.3321
H -1.8722 -4.2604 2.4226
H -2.2827 -2.0599 1.3418
H 3.7149 3.6299 1.1573
H 4.3780 5.9747 0.7109
H 2.7048 7.5983 -0.1087
H 0.3693 6.9054 -0.4980
O -1.7840 0.1489 -0.7136
C -0.8974 -0.1380 -1.6252
O 0.2955 -0.2212 -1.1821
C -1.2735 -0.3350 -3.0188
C -0.2813 -0.5687 -3.9687
C -0.6386 -0.7540 -5.2921
C -1.9804 -0.7062 -5.6139
C -2.9851 -0.4840 -4.6934
C -2.6213 -0.2918 -3.3736
N -2.3693 -0.9073 -7.0375
O -3.5510 -0.9221 -7.2841
O -1.4727 -0.9974 -7.8405
H 0.7581 -0.6058 -3.6709
H 0.0930 -0.9329 -6.0662
H -4.0160 -0.4670 -5.0154
H -3.3768 -0.1159 -2.6201
*
```

## Properties
lowest unoccupied orbital energy	-7.6	eV
orbital gap	0.2724	Eh
HOMO	-15.03	eV

---

Record 2
The following is a DFT calculation (the ωB97M-V functional and the def2-TZVPD basis) of a molecular structure, C21H15N3O3PtS.

```
! wB97M-V def2-TZVPD RIJCOSX def2/J DEFGRID3
* xyz 0 1
Pt -0.9212 -0.2368 -0.5095
O 3.6199 -0.2160 -0.7066
C 3.7721 -1.3854 -0.0507
C 5.0621 -1.9112 0.0147
C 5.3014 -3.0977 0.6752
C 4.2611 -3.7815 1.2999
C 2.9820 -3.2715 1.2319
C 2.7098 -2.0799 0.5531
C 1.3121 -1.6035 0.4512
O 1.0855 -0.5635 -0.3239
N 0.3899 -2.2298 1.1210
N -0.8664 -1.7248 0.8562
C -1.7311 -1.6417 1.7993
C -3.0807 -1.1189 1.6631
C -3.9087 -1.2113 2.7909
C -5.1931 -0.7157 2.7988
C -5.6878 -0.1202 1.6370
C -4.9034 -0.0265 0.5074
C -3.5816 -0.4991 0.4883
O -2.8964 -0.3668 -0.6344
H 2.6616 -0.0239 -0.7327
H 5.8577 -1.3697 -0.4795
H 6.3063 -3.4997 0.7012
H 4.4496 -4.7116 1.8183
H 2.1524 -3.7862 1.6957
H -1.4217 -1.9985 2.7799
H -3.5153 -1.6958 3.6779
H -5.8055 -0.7843 3.6869
H -6.6982 0.2689 1.6189
H -5.2737 0.4313 -0.4007
S -1.1039 4.4070 -0.3247
C -1.2368 2.7607 0.1376
N -0.6229 1.9109 -0.6172
C 0.0138 2.5449 -1.6835
C 0.7350 1.9100 -2.6937
C 1.3158 2.6909 -3.6675
C 1.1883 4.0872 -3.6457
C 0.4672 4.7238 -2.6586
C -0.1268 3.9337 -1.6760
H -1.7959 2.4732 1.0167
H 0.8188 0.8302 -2.6900
H 1.8792 2.2215 -4.4622
H 1.6637 4.6768 -4.4179
H 0.3659 5.8005 -2.6459
*
```

## Properties
lowest unoccupied orbital energy	-0.2	eV
orbital gap	0.2768	Eh
HOMO	-7.70	eV

---

Record 3
The following is a DFT calculation (the ωB97M-V functional and the def2-TZVPD basis) of C21H15N7O4 in the gas phase.

```
! wB97M-V def2-TZVPD RIJCOSX def2/J DEFGRID3
* xyz 0 1
C -0.4981 1.8630 -4.5726
C -1.4262 0.7067 -4.1550
O -0.6427 -0.4476 -3.8233
C 0.0034 -0.5157 -2.6462
C 1.0463 -1.4209 -2.5340
C 1.7731 -1.5358 -1.3746
C 2.9447 -2.4365 -1.2578
C 3.2939 -3.0292 -0.0341
C 4.5094 -3.7350 0.1417
C 4.8538 -4.2888 1.4214
N 5.1137 -4.6785 2.4999
C 5.3379 -3.9043 -0.9860
C 4.9887 -3.3135 -2.2149
C 5.7947 -3.4077 -3.3966
N 6.3124 -3.4803 -4.4290
C 3.8144 -2.5564 -2.3400
C 1.3123 -0.7344 -0.2988
C 0.2016 0.1172 -0.4857
N -0.2677 0.7613 0.6351
C -0.9511 1.8489 0.3775
N -1.4521 2.4897 1.4839
N -2.3051 3.5627 1.4305
C -3.2066 3.7871 2.3579
C -3.7089 2.8500 3.3773
C -3.7826 1.4894 3.4560
C -4.3847 1.1188 4.7204
C -4.6111 2.2910 5.3599
N -5.1456 2.4371 6.6521
O -5.5106 1.4158 7.2613
O -5.1124 3.5773 7.1778
O -4.2427 3.3390 4.5479
N -0.4379 0.2378 -1.6415
H 0.0425 2.2354 -3.7040
H 0.2263 1.4845 -5.2926
H -1.0829 2.6572 -5.0250
H -2.1089 1.0411 -3.3449
H -2.0758 0.4791 -4.9850
H 1.2739 -2.0274 -3.3748
H 2.6118 -2.9548 0.7956
H 6.2039 -4.5477 -0.9830
H 3.6053 -2.0367 -3.2811
H 1.7408 -0.8155 0.6556
H -1.1782 2.2860 -0.6055
H -1.0697 2.0883 2.3655
H -3.7064 4.7546 2.3212
H -3.4480 0.8144 2.6773
H -4.6486 0.1333 5.0704
*
```

## Properties
lowest unoccupied orbital energy	-1.6	eV
orbital gap	0.2527	Eh
SMILES string	CCOc1cc(-c2cc(C#N)cc(C#N)c2)cc(/N=C/N/N=C\c2ccc([N+](=O)[O-])o2)n1
HOMO	-8.45	eV

---

Record 4
The following is a DFT calculation (the ωB97M-V functional and the def2-TZVPD basis) of a molecular structure, C21H16BBr2IrN9O.

```
! wB97M-V def2-TZVPD RIJCOSX def2/J DEFGRID3
* xyz 2 6
Ir -0.0622 -0.1482 -0.1209
C 2.3405 0.3663 -3.6558
C 1.0903 0.2108 -3.0912
N 1.2221 -0.0814 -1.7848
N 2.5479 -0.1204 -1.4980
C 3.2338 0.1504 -2.6127
B 3.0951 -0.3828 -0.0387
N 2.6387 0.8069 0.8410
C 3.2756 1.7178 1.5969
C 2.3367 2.5591 2.1674
C 1.1123 2.1002 1.7110
N 1.3014 1.0446 0.9125
N 2.3798 -1.6769 0.5197
C 2.9222 -2.7360 1.1285
C 1.9108 -3.6135 1.5025
C 0.7426 -3.0092 1.0826
N 1.0326 -1.8367 0.4906
N 4.5638 -0.6246 -0.1029
C 5.1954 -1.6104 -0.8106
C 6.5379 -1.4814 -0.5985
C 6.6503 -0.3696 0.2652
N 5.4729 0.1380 0.5602
H 2.5779 0.6026 -4.6778
H 0.1120 0.2987 -3.5355
H 4.3114 0.1690 -2.6041
H 4.3490 1.6897 1.6648
H 2.5241 3.3898 2.8238
H 0.1155 2.4608 1.9059
H 3.9897 -2.8095 1.2564
H 2.0208 -4.5561 2.0084
H -0.2806 -3.3359 1.1758
H 4.6430 -2.3219 -1.4048
H 7.3274 -2.0908 -1.0017
H 7.5427 0.0718 0.6788
Br -4.1236 2.5980 1.6679
C -4.1430 1.1496 0.5466
C -5.3427 0.6435 0.0568
C -5.3641 -0.4699 -0.8056
Br -7.0054 -1.0643 -1.4001
C -4.1568 -1.1232 -1.2112
C -4.0876 -2.2339 -2.0640
C -2.8421 -2.7715 -2.3769
C -1.6984 -2.2128 -1.8508
N -1.7472 -1.1384 -1.0244
C -2.9413 -0.6048 -0.7106
C -2.8971 0.5334 0.1726
O -1.7749 0.9638 0.5972
H -6.2753 1.1115 0.3420
H -4.9909 -2.6643 -2.4710
H -2.7603 -3.6272 -3.0315
H -0.7137 -2.6030 -2.0711
*
```

## Properties
lowest unoccupied orbital energy (alpha / beta)	-7.2 / -9.1	eV
orbital gap (alpha / beta)	0.2446 / 0.1847	Eh
⟨S²⟩	8.79
HOMO (alpha / beta)	-13.86 / -14.17	eV

---

Record 5
The following is a DFT calculation (the ωB97M-V functional and the def2-TZVPD basis) of a molecular structure, C21H16Cl2CrN6O2.

```
! wB97M-V def2-TZVPD RIJCOSX def2/J DEFGRID3
* xyz 1 4
Cr -0.1729 0.9035 -0.2687
Cl 4.9677 -1.1595 -4.1338
C 3.4020 -0.7864 -3.5360
C 3.2628 -0.0809 -2.3511
C 1.9878 0.2076 -1.8708
N 1.6672 0.8718 -0.7095
C 2.5934 1.3673 0.1537
O 3.8045 1.3127 0.0733
C 1.8991 2.0307 1.3101
C 2.6353 2.6367 2.3184
C 1.9662 3.2487 3.3680
C 0.5782 3.2354 3.3531
C -0.0764 2.6114 2.3045
N 0.5516 2.0068 1.2953
C 0.8410 -0.2173 -2.6009
C 0.9953 -0.9258 -3.7869
C 2.2722 -1.2093 -4.2515
Cl 2.4750 -2.0883 -5.7097
N -0.3442 0.1363 -1.9924
C -1.5677 -0.1795 -2.4888
O -1.8382 -0.7893 -3.5049
C -2.6328 0.3416 -1.5635
C -3.9766 0.1693 -1.8676
C -4.9343 0.6715 -1.0001
C -4.5001 1.3374 0.1382
C -3.1400 1.4639 0.3638
N -2.2069 0.9752 -0.4538
H 4.1370 0.2342 -1.8031
H 3.7138 2.6109 2.2533
H 2.5084 3.7104 4.1784
H 0.0103 3.7030 4.1423
H -1.1564 2.5876 2.2853
H 0.1307 -1.2603 -4.3389
H -4.2330 -0.3537 -2.7780
H -5.9867 0.5410 -1.1986
H -5.2051 1.7561 0.8393
H -2.7876 1.9733 1.2492
C -1.4039 -3.4423 2.2458
N -0.1325 -2.8356 1.8784
C 1.1439 -3.4343 2.2385
C -0.1734 -1.6803 1.3107
N -0.2998 -0.6088 0.8663
H -1.2282 -4.3638 2.7923
H -1.9883 -3.6758 1.3544
H -1.9783 -2.7663 2.8812
H 0.9696 -4.3593 2.7820
H 1.7155 -2.7623 2.8819
H 1.7351 -3.6651 1.3508
*
```

## Properties
lowest unoccupied orbital energy (alpha / beta)	-3.9 / -3.8	eV
orbital gap (alpha / beta)	0.2265 / 0.2339	Eh
⟨S²⟩	3.79
HOMO (alpha / beta)	-10.08 / -10.12	eV

---

For reference, E_tot by record: -3363.02348; -1716.74778; -1493.30729; -6654.52796; -3253.61033 Ha.
For reference, F_max by record: 0.662; 2.154; 3.619; 1.652; 2.340 eV/Å.
For reference, energy above the lowest of the compared OMol25 structures with the same formula, charge and spin by record: 13.1; 147.9; 0.0; 0.0; 13.6 kJ/mol.